The following is a DFT calculation (wB97M-V/def2-TZVPD) of 2 unconnected molecules or ions with the total composition C5H7NO in a non-equilibrium geometry.

```
14
Properties=species:S:1:pos:R:3
N -1.24 0.58 -2.27
C -0.71 0.18 -1.20
O -0.34 -1.16 -0.96
C 0.03 -1.34 0.40
C 0.07 -0.05 1.05
C 1.00 0.96 0.47
C -0.44 0.99 0.03
H -1.41 -0.18 -2.93
H 1.13 -1.61 1.43
H -0.45 -2.23 0.76
H 0.35 -0.45 2.07
H 1.80 0.68 -0.21
H 1.27 1.77 1.16
H -1.06 1.87 0.19
```

Values from the calculation:
Molecular weight ... 97.1 u
Kohn-Sham gap ... 9.52 eV
E_LUMO ... 0.555 eV
Energy above the lowest of the compared OMol25 structures with the same formula, charge and spin ... 496.84 kJ/mol